{
  "formula": "C6H35N2O9",
  "method": "ωB97M-V/def2-TZVPD",
  "s2": 0.751,
  "e_tot_ev": -28193.33360,
  "total_charge": 0,
  "lumo_ev": [0.18, 0.11],
  "de_lowest_kcal_mol": 0.0,
  "multiplicity": 2,
  "e_homo_ha": [-0.08618, -0.35212],
  "symbols": ["C", "C", "C", "C", "C", "N", "C", "N", "H", "H", "H", "H", "H", "H", "H", "H", "H", "H", "H", "H", "H", "H", "H", "H", "H", "H", "H", "O", "H", "H", "O", "H", "H", "O", "H", "H", "O", "H", "H", "O", "H", "H", "O", "H", "H", "O", "H", "H", "O", "H", "H", "O"],
  "coordinates": [[0.592579, 2.451115, 2.050615], [0.847545, 0.929299, 1.938470], [-0.256926, 0.022709, 1.288181], [-0.732107, -0.978983, 2.307974], [0.284528, -1.896914, 2.971970], [1.433329, -2.253579, 2.075414], [0.966003, -2.931406, 0.777598], [2.045223, 0.738352, 1.003412], [-0.113239, 2.587293, 2.824782], [0.190351, 2.804397, 1.114142], [1.515740, 2.999534, 2.159826], [1.269394, 0.501408, 2.866391], [-1.105022, 0.808155, 1.397046], [-0.162416, -0.275748, 0.236690], [-1.511777, -1.697698, 1.945739], [-1.250620, -0.380983, 3.156534], [0.692797, -1.501829, 3.908799], [-0.230021, -2.849607, 3.150061], [2.190427, -2.817757, 2.435110], [0.207581, -2.370871, 0.360858], [0.603809, -3.937159, 0.931809], [1.757687, -2.840041, 0.048323], [2.293476, -0.218133, 0.871461], [2.832470, 1.181789, 1.436947], [1.912980, 1.194338, 0.060177], [1.251082, 3.793715, -0.755700], [1.607617, 2.456093, -1.468387], [1.438968, 2.882682, -0.609968], [-1.424347, -4.261994, -0.383958], [-2.717895, -4.141671, -1.292098], [-2.159062, -3.723207, -0.631599], [-1.350079, 1.629035, -1.332018], [-1.920392, 1.240597, -2.819159], [-1.277714, 1.175242, -2.183998], [-3.711672, 2.753579, -1.422615], [-3.531684, 1.243796, -0.884847], [-3.228098, 2.140893, -0.720614], [-1.895612, -0.915753, -1.453409], [-1.768387, -2.420196, -1.459578], [-1.482188, -1.603111, -1.940440], [1.602739, 0.532776, -3.107379], [0.438744, 1.515918, -3.122834], [1.469749, 1.489031, -2.952006], [-2.699325, 2.363308, 1.524986], [-3.092016, 2.770919, 2.986300], [-2.411454, 2.824521, 2.301836], [0.295581, -1.918261, -3.976971], [-0.082233, -0.895746, -2.918471], [0.653639, -1.120151, -3.438385], [3.280343, 0.009161, -1.990627], [2.588228, -1.371244, -1.855868], [2.930671, -0.633332, -1.416412]],
  "forces_ev_per_angstrom": [[0.2, -1.6, -0.9], [1.5, -0.7, -1.7], [-2.1, 3.4, 2.2], [-1.5, -0.8, 1.4], [1.5, -1.5, -0.5], [-0.9, 0.4, -2.3], [1.8, 0.6, 2.3], [-0.2, 1.5, -0.7], [-0.6, 0.5, 0.9], [-0.5, 0.0, 0.0], [0.4, 0.1, 0.6], [-0.7, 0.2, -0.2], [0.8, -1.4, -1.3], [0.4, 0.1, 0.4], [0.3, 1.1, -0.3], [0.8, -1.0, -1.3], [-0.1, -0.1, -0.2], [-0.2, 0.2, 0.7], [-0.4, 0.1, 0.7], [-1.9, 1.2, -0.7], [0.1, -0.6, 0.0], [0.4, -0.6, -0.1], [-0.1, -1.3, -0.1], [0.7, 0.5, 0.0], [-0.1, -0.4, 1.3], [-0.2, 1.0, -0.3], [-0.3, 0.1, -0.7], [0.6, -1.0, 0.2], [0.6, -0.9, -0.1], [0.1, -0.5, 0.0], [-1.0, 0.6, 0.3], [-1.2, 0.4, -0.7], [-3.2, 0.9, -1.6], [4.8, -1.2, 1.8], [1.1, -1.7, 1.7], [-0.5, -0.7, -0.3], [-0.9, 2.5, -0.8], [-0.8, 1.5, 0.5], [0.4, 0.6, -0.4], [0.4, -1.5, -0.2], [-0.1, 0.4, 0.0], [2.4, 0.1, 0.9], [-2.4, -0.3, -0.7], [-0.8, -0.3, -0.9], [0.0, -0.1, -0.5], [0.6, 0.5, 1.3], [1.0, 2.2, 1.4], [-2.1, 0.4, 1.6], [1.4, -2.7, -3.0], [0.5, 0.8, -1.5], [-0.9, -1.4, -1.6], [0.4, 0.5, 3.2]],
  "lowdin_spin": [0.010, 0.003, 0.028, 0.021, 0.002, 0.002, 0.014, 0.003, 0.002, 0.007, 0.001, 0.001, 0.017, 0.014, 0.013, 0.004, 0.000, 0.002, 0.000, 0.005, 0.004, 0.003, 0.001, 0.002, 0.003, 0.004, 0.002, 0.018, 0.009, 0.009, 0.035, 0.025, 0.043, 0.100, 0.069, 0.087, 0.165, 0.040, 0.006, 0.073, 0.004, 0.010, 0.016, 0.022, 0.005, 0.042, 0.008, 0.008, 0.022, 0.003, 0.003, 0.007]
}



{
  "formula": "C6H35NO10",
  "method": "ωB97M-V/def2-TZVPD",
  "s2": 0.751,
  "e_tot_ev": -28753.50263,
  "total_charge": -1,
  "lumo_ev": [2.86, 2.72],
  "de_lowest_kcal_mol": 21.6,
  "multiplicity": 2,
  "e_homo_ha": [0.00407, -0.22376],
  "symbols": ["C", "C", "C", "N", "C", "C", "C", "H", "H", "H", "H", "H", "H", "H", "H", "H", "H", "H", "H", "H", "H", "H", "H", "H", "O", "H", "H", "O", "H", "H", "O", "H", "H", "O", "H", "H", "O", "H", "H", "O", "H", "H", "O", "H", "H", "O", "H", "H", "O", "H", "H", "O"],
  "coordinates": [[-2.379192, -1.088223, 0.828431], [-3.834640, -1.568832, 0.614232], [-2.119463, 0.331555, 0.342281], [-2.614422, 1.403343, 1.234066], [-2.601417, 2.754147, 0.683894], [-1.179889, 3.286205, 0.710395], [-0.833096, 3.971627, -0.655714], [-2.175833, -1.108286, 1.966626], [-1.732618, -1.861970, 0.347685], [-4.003279, -2.261143, -0.197196], [-4.026803, -2.146809, 1.551718], [-4.525655, -0.754314, 0.478444], [-2.721227, 0.547661, -0.561068], [-1.079621, 0.273248, 0.050429], [-3.315163, 1.012517, 1.857663], [-3.227218, 3.344850, 1.366844], [-3.245370, 2.867012, -0.269690], [-1.149552, 3.846070, 1.631821], [-0.585541, 2.401168, 0.777354], [0.174083, 3.631304, -0.915510], [-0.586058, 5.038249, -0.403119], [-1.543315, 3.786978, -1.439327], [-1.439105, -2.489827, -2.960689], [-0.743713, -1.853466, -4.152133], [-1.261632, -1.631498, -3.372500], [0.074533, 0.358017, 3.296030], [0.791812, -0.732287, 2.647113], [0.988916, 0.142707, 3.065118], [1.274319, -0.350529, 0.122842], [1.411882, -0.631573, -1.389634], [1.889636, -0.658785, -0.549609], [0.204977, 0.673376, -2.995647], [1.631294, 1.117137, -2.628819], [0.696684, 1.220577, -2.373569], [4.573222, 0.756661, 0.584549], [3.724041, 1.725055, -0.202509], [4.624600, 1.428458, -0.099757], [-0.374033, -3.401510, -1.278303], [-1.915193, -3.898671, -1.063881], [-1.079848, -4.009203, -1.535288], [1.451005, 2.345325, 0.918904], [2.150095, 1.403484, 1.885094], [2.185738, 1.692588, 0.971300], [-0.867246, -2.320566, 2.244633], [0.024470, -3.029502, 3.264258], [-0.036075, -2.224238, 2.723989], [1.308059, -3.303920, 0.909620], [2.707995, -3.933576, 0.958461], [1.772164, -4.160276, 1.058594], [3.535096, -0.029908, -2.879511], [3.628221, 1.180398, -2.127198], [3.552912, 0.927286, -3.061291]],
  "forces_ev_per_angstrom": [[-0.9, -0.2, 1.0], [0.6, -0.7, 1.8], [-1.4, 0.0, -0.9], [1.4, -1.4, 0.4], [-2.7, -0.7, 0.8], [-1.2, -0.2, -2.2], [2.2, 1.4, 2.6], [-0.2, 0.1, -1.7], [0.0, 0.9, 0.3], [0.4, -0.1, -0.5], [-0.7, 0.4, -0.8], [-0.4, 0.4, 0.3], [0.6, -0.8, -0.4], [0.6, 1.2, 0.2], [-0.1, 0.9, -0.4], [0.2, 0.0, 0.1], [1.5, -0.4, 0.6], [0.8, 0.6, 0.0], [0.6, -0.4, 0.4], [-0.4, -0.3, -0.6], [-1.0, -0.5, -0.9], [-0.2, 0.2, -0.2], [0.1, -0.2, 0.3], [0.0, 0.0, -0.1], [0.0, 0.2, -0.2], [0.2, 0.4, 0.2], [0.6, 0.3, 0.5], [-0.5, -0.2, -0.4], [0.0, 0.3, -0.1], [-0.3, 0.1, 0.4], [0.5, -0.7, -0.3], [-0.1, 0.0, 0.0], [-0.2, 0.2, -0.2], [0.1, 0.0, -0.1], [-0.2, -0.1, -0.1], [-0.7, 0.1, 0.6], [1.1, -0.1, -0.6], [-0.3, 0.2, 0.7], [0.4, 0.5, 0.6], [-0.1, -0.7, -1.3], [0.7, -0.7, 0.0], [-0.2, -0.5, 0.5], [-1.0, 1.4, -0.3], [-0.1, -0.2, -0.2], [0.2, 0.1, -0.2], [-0.1, -0.5, 0.2], [0.3, -0.7, 0.2], [-0.2, 0.0, 0.0], [0.0, 0.6, -0.1], [0.1, 0.1, -0.6], [0.4, 0.5, -0.1], [-0.3, -0.8, 0.8]],
  "lowdin_spin": [0.065, 0.057, 0.019, 0.004, 0.001, 0.003, 0.002, 0.017, 0.042, 0.019, 0.025, 0.001, 0.003, 0.011, 0.003, 0.000, 0.000, 0.001, 0.002, 0.002, 0.000, 0.000, 0.015, 0.012, 0.043, 0.011, 0.015, 0.033, 0.016, 0.014, 0.053, 0.005, 0.002, 0.016, 0.004, 0.002, 0.006, 0.041, 0.042, 0.087, 0.002, 0.003, 0.011, 0.035, 0.035, 0.109, 0.028, 0.015, 0.051, 0.006, 0.002, 0.010]
}